1.
Here is the ion C8H9ClF4N with charge +1 in a non-equilibrium geometry from the Open Molecules 2025 dataset. Energies are from the ωB97M-V functional and the def2-TZVPD basis.

Summary:
**E_HOMO (spin up / spin down)**: -0.515 / -0.515 Ha
**E**: -1224.13997 hartree
**Kohn-Sham gap (spin up / spin down)**: 8.7862 / 8.7853 eV
**Net charge**: +1
**Energy relative to the best compared isomer or geometry (same formula, charge and spin)**: 58.4 kcal/mol

The geometry in XYZ format:
```
23
Properties=species:S:1:pos:R:3:forces:R:3
C -0.067 1.498 -1.113 -0.35 0.95 -1.68
C -1.153 -1.250 -1.304 -0.32 -0.32 -1.41
C -1.315 1.574 -0.402 -0.23 -0.44 0.48
C -1.361 0.427 0.603 -0.25 0.07 0.06
C 0.097 0.038 0.827 -0.31 -0.43 0.64
C -0.034 -2.055 -0.641 0.30 -0.82 0.83
C 0.278 -1.485 0.790 -0.40 -0.20 0.32
C 1.975 1.576 0.088 0.89 0.67 0.27
N 0.835 0.714 -0.317 0.15 -0.74 0.43
F -2.180 -2.012 -1.544 0.81 0.27 0.31
F -0.194 -3.379 -0.601 -0.10 0.13 -0.05
F 1.093 -1.818 -1.391 -0.20 0.20 -0.18
F 1.560 -1.790 1.104 -0.07 -0.01 -0.14
Cl -0.824 -2.263 1.976 0.53 0.46 -0.52
H -1.267 2.574 0.062 0.13 0.13 0.15
H -2.181 1.646 -1.062 0.11 0.03 -0.09
H -1.924 0.614 1.514 0.11 -0.05 0.05
H -1.847 -0.416 0.062 -0.27 0.48 0.68
H 0.499 0.408 1.775 -0.02 -0.07 -0.18
H 1.636 2.343 0.783 -0.11 -0.09 -0.02
H 2.748 0.970 0.562 -0.21 -0.12 0.00
H 2.383 2.058 -0.799 -0.11 -0.09 0.01
H 1.241 0.027 -0.971 -0.08 -0.02 0.06
```
Positions in Å, forces in eV/Å.

2.
Here is a cluster of 2 separate species, C5H13O3 in total in a non-equilibrium geometry from the Open Molecules 2025 dataset. Energies are from the ωB97M-V functional and the def2-TZVPD basis.

Summary:
**E_HOMO**: -0.116 Ha
**E**: -423.98411 hartree
**Kohn-Sham gap**: 7.0232 eV
**Net charge**: -1
**Energy relative to the best compared isomer or geometry (same formula, charge and spin)**: 31.1 kcal/mol

The geometry in XYZ format:
```
21
Properties=species:S:1:pos:R:3:forces:R:3
C -0.153 -1.413 -1.952 -0.56 1.04 2.65
O 0.806 -0.655 -2.440 1.04 1.95 -1.49
C -0.457 -1.052 -0.390 -1.30 -0.89 -0.10
C -1.089 0.348 -0.209 3.70 0.09 0.05
C -1.265 0.797 1.234 -1.09 -0.52 0.65
C -0.046 1.270 1.999 1.83 -0.19 -3.56
O 1.079 0.410 1.894 -0.41 -0.12 2.12
H -1.120 -1.174 -2.499 0.28 -1.46 0.23
H 0.307 -2.396 -1.771 -1.27 -1.18 -0.87
H 1.743 -0.121 -1.470 -0.65 -1.50 0.00
H -1.209 -1.735 0.115 0.64 0.01 -0.76
H 0.508 -1.277 0.109 -0.66 0.59 -0.11
H -0.288 1.005 -0.625 -0.78 0.12 -0.29
H -1.960 0.404 -0.831 -0.67 0.17 -0.14
H -1.550 -0.164 1.813 -0.81 1.74 -0.55
H -1.915 1.751 1.194 0.06 -1.85 0.69
H -0.254 1.349 3.012 -0.45 0.67 1.90
H 0.327 2.181 1.495 -0.59 0.52 0.70
H 1.135 0.121 1.002 0.70 -0.37 -1.58
H 2.996 0.514 -1.005 0.68 0.26 0.44
O 2.406 -0.162 -0.673 0.31 0.92 0.01
```
Positions in Å, forces in eV/Å.

3.
Here is an isolated molecule of C18H22N2O from the Open Molecules 2025 dataset. Energies are from the ωB97M-V functional and the def2-TZVPD basis.

Summary:
**E_HOMO**: -0.299 Ha
**E**: -883.90184 hartree
**Kohn-Sham gap**: 8.6813 eV
**Energy relative to the best compared isomer or geometry (same formula, charge and spin)**: 2.2 kcal/mol

The geometry in XYZ format:
```
43
Properties=species:S:1:pos:R:3:forces:R:3
C -6.263 -1.231 -0.426 0.00 0.01 0.01
C -5.305 -0.097 -0.222 0.02 0.21 0.01
C -5.770 1.213 -0.198 -0.06 -0.01 -0.01
C -4.888 2.260 -0.004 -0.01 0.00 0.00
C -3.540 2.015 0.168 0.11 -0.05 0.01
C -3.061 0.707 0.146 -0.25 -0.01 -0.06
N -1.689 0.511 0.323 0.16 0.37 0.04
C -0.983 -0.673 0.356 0.19 0.37 0.07
O -1.464 -1.774 0.197 -0.24 -0.34 -0.10
N 0.344 -0.482 0.605 0.27 0.09 0.11
C 1.284 -1.582 0.617 0.10 -0.32 -0.02
C 2.315 -1.356 1.718 -0.20 -0.02 -0.06
C 1.910 -1.817 -0.773 -0.22 0.16 0.04
C 2.339 -0.550 -1.526 0.01 -0.28 0.03
C 3.427 0.231 -0.846 -0.01 0.14 -0.14
C 3.201 1.518 -0.374 -0.01 -0.07 -0.05
C 4.203 2.228 0.264 0.03 0.10 0.09
C 5.453 1.660 0.436 0.04 0.10 0.08
C 5.696 0.384 -0.045 0.06 -0.07 0.00
C 4.693 -0.322 -0.683 -0.04 0.04 0.00
C -3.952 -0.343 -0.051 0.02 -0.17 0.00
H -5.737 -2.182 -0.453 -0.02 -0.09 -0.01
H -6.808 -1.105 -1.361 -0.05 -0.05 -0.05
H -6.994 -1.260 0.382 -0.06 -0.06 0.02
H -6.824 1.411 -0.331 -0.12 0.03 -0.02
H -5.252 3.278 0.015 -0.02 0.08 0.00
H -2.854 2.837 0.321 0.07 0.08 0.01
H -1.169 1.361 0.487 -0.05 -0.20 -0.01
H 0.737 0.444 0.658 -0.12 0.02 0.02
H 0.692 -2.472 0.862 0.14 0.17 -0.03
H 2.890 -0.451 1.539 0.10 0.06 0.08
H 3.002 -2.197 1.765 0.13 -0.07 0.00
H 1.814 -1.266 2.680 -0.03 0.00 0.10
H 1.166 -2.326 -1.389 0.04 -0.08 -0.01
H 2.763 -2.486 -0.655 0.03 -0.10 -0.05
H 2.697 -0.861 -2.512 -0.08 0.06 -0.02
H 1.466 0.087 -1.682 0.04 0.00 -0.06
H 2.231 1.977 -0.516 -0.10 0.03 -0.05
H 4.008 3.227 0.625 -0.01 0.08 0.03
H 6.235 2.211 0.936 0.06 0.04 0.04
H 6.673 -0.061 0.076 0.08 -0.04 0.01
H 4.892 -1.314 -1.062 0.02 -0.13 -0.04
H -3.576 -1.352 -0.067 0.00 -0.04 -0.01
```
Positions in Å, forces in eV/Å.

4.
Here is a structure of composition C28H45BrN2P2Pd in a non-equilibrium geometry from the Open Molecules 2025 dataset. Energies are from the ωB97M-V functional and the def2-TZVPD basis.

Summary:
**E_HOMO (spin up / spin down)**: -0.724 / -0.729 Ha
**E**: -4586.29221 hartree
**Kohn-Sham gap (spin up / spin down)**: 5.8698 / 5.0618 eV
**Net charge**: +4
**Energy relative to the best compared isomer or geometry (same formula, charge and spin)**: 25.2 kcal/mol
**<S²>**: 6.046
**Spin multiplicity**: 5

The geometry in XYZ format:
```
79
Properties=species:S:1:pos:R:3:forces:R:3
N -5.239 3.859 -3.537 2.70 -1.87 2.56
C -5.084 4.239 -2.272 -1.40 1.05 0.45
C -4.325 3.494 -1.357 0.26 -1.10 -0.37
C -3.574 2.366 -1.828 0.03 0.62 -0.98
C -3.697 2.050 -3.224 -0.44 0.71 1.35
C -4.564 2.817 -4.011 -0.53 -0.05 -1.48
C -2.612 1.674 -0.939 -2.05 -0.06 1.27
Pd -0.416 -0.072 -0.157 1.53 1.10 1.54
P 2.293 0.091 0.128 4.99 -1.07 1.96
C -1.264 1.351 -1.357 0.43 2.26 -0.45
C -0.162 2.359 -1.153 -0.73 -2.21 0.22
C 0.829 2.506 -2.138 1.36 0.67 -1.01
C 1.829 3.475 -2.011 -0.57 -0.47 -0.90
C 1.925 4.313 -0.884 0.10 -0.60 -0.71
C 1.022 4.077 0.153 -0.49 -0.30 0.34
C 0.000 3.129 0.010 0.50 1.38 1.26
Br 3.284 5.583 -0.807 -0.59 -0.40 0.13
H -3.018 1.413 0.085 0.82 0.65 -1.00
H -1.211 0.817 -2.287 0.18 0.02 -0.90
H -4.335 3.777 -0.289 0.06 0.07 -0.85
H -3.243 1.153 -3.643 -0.14 0.40 -0.15
H -5.630 5.124 -1.924 0.17 -0.15 -0.19
H -4.757 2.565 -5.045 0.05 -0.16 -0.21
H 0.752 1.932 -3.065 0.19 0.15 0.25
H -0.677 2.985 0.836 -0.18 0.06 0.20
H 2.531 3.664 -2.817 -0.11 -0.29 -0.07
H 1.230 4.664 1.040 -0.71 -0.20 0.31
P -0.832 -2.276 -0.299 -0.21 -2.51 -1.10
C 3.577 1.445 0.534 -1.47 1.39 0.50
C 5.058 1.456 0.176 0.64 -0.18 -0.41
H 3.502 1.558 1.633 -0.30 0.05 -0.45
H 3.183 2.377 0.085 -0.04 -0.37 0.42
H 5.420 2.473 0.335 -0.28 0.18 0.08
H 5.719 0.864 0.806 -0.36 -0.46 -0.03
H 5.280 1.261 -0.869 -0.09 -0.15 -0.10
C 3.230 -0.772 -1.211 -1.15 -0.40 -2.02
C 4.612 -1.479 -1.219 0.74 -0.38 0.46
H 3.353 0.018 -1.993 -0.54 -0.38 0.41
H 2.552 -1.554 -1.628 0.21 0.78 0.02
H 4.823 -1.802 -2.256 -0.50 0.24 0.33
H 5.463 -0.838 -0.969 -0.39 -0.16 0.28
H 4.646 -2.400 -0.626 -0.07 0.36 0.09
C 2.431 -0.933 1.769 -1.72 -0.19 -0.24
C 3.693 -1.409 2.518 0.68 0.06 -0.02
H 1.813 -1.822 1.549 0.10 0.42 0.15
H 1.887 -0.325 2.513 -0.24 -0.17 -0.46
H 3.380 -2.277 3.125 -0.02 0.21 -0.38
H 4.538 -1.744 1.901 -0.29 0.25 0.13
H 4.022 -0.676 3.269 0.09 -0.02 -0.59
C -0.501 -3.148 1.222 0.57 0.12 1.55
C -1.282 -4.407 1.620 -0.42 -0.55 0.20
H -0.577 -2.415 2.034 0.09 -0.22 -0.01
H 0.557 -3.430 1.166 -0.06 0.16 -0.07
H -2.244 -4.194 2.102 0.14 0.10 -0.40
H -1.430 -5.128 0.808 -0.01 0.25 0.05
H -0.716 -4.952 2.390 0.05 0.28 -0.27
C 0.269 -3.087 -1.497 0.06 0.42 0.15
C 0.120 -2.509 -2.884 0.07 -0.09 -0.65
H -0.010 -4.141 -1.489 -0.04 -0.16 0.15
H 1.290 -3.025 -1.108 -0.08 -0.06 -0.10
H -0.827 -2.781 -3.356 0.01 0.01 0.15
H 0.192 -1.421 -2.886 0.10 0.19 -0.03
H 0.896 -2.894 -3.545 0.05 0.05 -0.02
C -2.473 -2.735 -0.808 -0.95 0.23 -0.39
C -3.497 -2.157 0.160 -0.71 0.37 0.32
H -2.546 -3.829 -0.815 0.27 0.10 -0.13
H -2.671 -2.387 -1.831 0.19 -0.12 0.20
H -4.420 -1.867 -0.346 0.11 -0.08 -0.04
H -3.797 -2.857 0.941 0.19 -0.01 -0.06
H -3.108 -1.262 0.654 -0.13 0.04 0.09
C -2.295 -0.823 5.234 -0.09 -0.46 -0.08
C -1.530 0.330 4.574 -0.06 0.05 -0.04
C -1.368 0.123 3.125 0.62 0.58 -2.11
N -1.202 0.077 1.965 -0.11 0.00 2.17
H -3.120 -1.176 4.612 -0.01 0.17 0.07
H -2.710 -0.495 6.186 0.14 -0.04 -0.01
H -1.629 -1.671 5.399 -0.06 0.06 0.12
H -2.085 1.277 4.707 0.35 -0.27 -0.18
H -0.520 0.438 5.017 -0.48 0.09 -0.29
```
Positions in Å, forces in eV/Å.

Look up the energy relative to the best compared isomer or geometry (same formula, charge and spin) of the first one. 58.4 kcal/mol

Look up the E of the first one. -1224.13997 hartree

What is the E in the fourth record? -4586.29221 hartree

Which value of E does entry 2 give? -423.98411 hartree